DFT (wB97M-V/def2-TZVPD) results for a single C6H14O molecule.

```
21
C6H14O | the Open Molecules 2025 dataset | wB97M-V/def2-TZVPD
O 2.63310 -0.23409 0.50060
C 0.47682 -1.10619 -0.00425
C -0.72966 -0.36115 -0.59058
C -1.84426 -0.23375 0.45308
C -3.05396 0.56787 -0.02044
C 2.65554 1.17559 0.51909
C 1.87895 -0.82668 -0.56789
H 0.26397 -2.18076 0.09216
H -3.81521 0.63727 0.76468
H 1.74899 1.62870 0.08691
H -2.16705 -1.23793 0.76202
H 0.67184 -0.72927 1.00758
H 1.86197 -0.16386 -1.44658
H 3.53716 1.53786 -0.02920
H 2.41783 -1.73928 -0.84944
H -1.13431 -0.84358 -1.49428
H -0.41771 0.64699 -0.89947
H -1.42081 0.23676 1.35137
H -2.77173 1.59127 -0.29546
H -3.52157 0.10414 -0.89679
H 2.73010 1.53010 1.55686
```

ΔE to the lowest compared entry with this formula, charge and spin	27.1	kcal per mole
SMILES	CCCCCOC
E_HOMO	-9.58	eV
orbital gap	10.69	eV

Atom charges from the Mulliken analysis, given in e for atoms 1 to 2: -0.412, -0.579

---

DFT (wB97M-V/def2-TZVPD) results for a molecular structure, C28H38CrN5O9PS.

```
83
C28H38CrN5O9PS | the Open Molecules 2025 dataset | wB97M-V/def2-TZVPD
Cr -0.16031 0.15859 -0.18647
S -1.42127 2.57250 1.78649
P -3.01689 0.99587 -2.05253
O -1.86615 0.58480 -1.20551
O -1.88947 3.05480 0.51633
O -0.34402 -3.42499 -2.15664
O -0.79702 -0.77431 4.33403
O 1.60681 -0.13536 0.56451
O 3.21731 1.43543 0.44665
O -0.28278 0.62505 2.72350
O 0.04033 -1.33867 -1.61406
O -0.63210 3.41500 2.63478
N -3.26833 2.58312 -2.32743
N -0.79349 -1.57767 0.85050
N -0.66950 1.17652 1.44045
N -4.38420 0.43801 -1.31239
N -2.77750 0.40908 -3.57609
C -1.38931 -3.86746 0.56640
C -4.28852 -0.77108 -0.45342
C -3.79893 1.61648 4.89671
C -4.06873 -0.37361 -5.38079
C -5.08362 1.31153 2.89936
C -4.00623 1.73653 2.13238
C -6.15325 0.74545 5.11461
C -1.07004 -1.64013 2.18135
C -0.74097 -0.56184 3.02075
C -6.25168 -0.92893 -1.81964
C -5.71031 -1.32821 -0.44655
C 1.17096 1.56613 -0.91341
C -2.71928 2.05160 4.14683
C -2.34129 -0.98796 -3.77545
C -5.69563 0.48016 -1.98999
C -1.60935 -2.84501 2.72973
C -2.82417 2.09940 2.75978
C -3.83878 4.83463 -2.09893
C -2.08046 3.35718 -2.82102
C -2.32317 4.77561 -2.29962
C -4.99276 1.23225 4.28470
C -0.90280 -2.66944 0.10881
C -2.99689 -1.43156 -5.09810
C -4.14334 3.45920 -1.52149
C -1.77823 -3.92813 1.92595
C 2.15201 0.99248 0.08594
C -3.45106 0.88772 -4.79156
C -0.36637 -2.43001 -1.28666
H -5.59290 0.77583 -3.03530
H -0.58154 -4.26024 -1.73261
H -3.92679 -0.51512 0.54128
H -4.07655 1.79502 1.05354
H -1.48085 -4.73774 -0.07131
H -4.15774 5.64060 -1.43851
H -6.38878 1.45037 5.91347
H -3.59490 -1.50571 -0.87230
H -4.16421 1.67388 -4.55896
H -6.30090 -0.85416 0.34162
H -7.04705 0.60956 4.50628
H -1.25578 -1.05506 -3.81864
H -1.95193 5.53227 -2.98907
H -2.67319 -1.61428 -2.94282
H -5.18787 3.17554 -1.63467
H -3.40775 -2.43820 -5.02613
H -2.18643 -4.84526 2.33035
H -1.86714 -2.87628 3.77912
H -1.15295 2.93765 -2.43111
H -1.80412 2.39415 4.61566
H -2.05145 3.32214 -3.91240
H -2.25789 -1.43483 -5.90006
H -4.99885 -0.61514 -4.85869
H -4.34399 4.94995 -3.06192
H -5.91703 -0.21154 5.58460
H -5.71968 -2.40432 -0.27638
H -0.50632 0.03755 4.77683
H -6.35199 1.20569 -1.50270
H -3.72371 1.58471 5.97898
H -7.33937 -0.95484 -1.87983
H -6.01687 1.04550 2.41265
H 1.48188 1.33794 -1.93727
H -3.87068 3.43287 -0.46702
H -4.28978 -0.27355 -6.44331
H -2.71467 1.30203 -5.48854
H 1.01255 2.63557 -0.78929
H -5.84735 -1.59133 -2.59090
H -1.82077 4.89693 -1.34040
```

ΔE to the lowest compared entry with this formula, charge and spin	0.0	kcal per mole
expectation value of S²	6.080
E_HOMO (alpha / beta)	-7.02 / -7.38	eV
2S+1	5
orbital gap (alpha / beta)	6.44 / 6.44	eV

Atom charges from the Mulliken analysis, given in e for atoms 1 to 2: -0.744, 0.751

---

DFT (wB97M-V/def2-TZVPD) results for a molecular structure, C38H48MnN4O5S6Si.

```
103
C38H48MnN4O5S6Si | the Open Molecules 2025 dataset | wB97M-V/def2-TZVPD
Mn -0.68054 0.16146 -0.18770
S -5.04183 5.95646 -4.64484
S 0.57473 1.77074 1.00907
S -4.45814 4.51688 -2.10351
S -2.65996 2.81786 -0.41120
S -1.60940 -0.55234 1.76759
S -2.60423 -0.77369 -1.27977
Si 2.08978 0.84285 2.06615
O 4.87151 1.09437 -4.10185
O 3.44052 -5.16844 -2.65210
O 3.38180 1.87051 2.25626
O 1.71527 0.38997 3.60412
O 2.62567 -0.51972 1.32400
N 0.30576 -1.81250 -0.70596
N 0.37463 0.58328 -1.89969
N -2.16492 3.77286 -2.90519
N -2.77523 4.55062 -3.90096
C -2.12175 5.78539 -5.93215
C 1.15133 -1.67961 -1.76904
C 0.47756 1.83618 -2.37688
C 2.72764 1.43075 5.49891
C 1.31038 -0.36448 -2.28438
C -2.91702 -1.65143 1.30798
C 4.07891 2.07633 -0.05794
C 4.00996 2.74009 1.31731
C 3.40240 -1.60196 1.83298
C -3.33906 -1.74662 -0.02505
C -1.01606 3.72934 -5.34578
C -0.34326 4.92720 -7.32860
C 0.56769 -4.18269 -0.75698
C 0.69457 2.43711 4.43399
C 1.45890 -4.06938 -1.84027
C -4.38369 -2.63043 -0.32868
C -3.53839 -2.42336 2.28963
C -4.57290 -3.29551 1.97454
C 0.02106 -3.01872 -0.24304
C 1.42022 1.13966 4.77550
C 3.98002 -2.30954 0.61289
C 2.47948 1.30256 -3.58724
C 1.47048 2.24029 -3.23027
C -1.98036 4.70012 -5.07679
C -0.20758 3.84650 -6.46391
C 1.75432 -2.82745 -2.33970
C -4.99680 -3.39619 0.65262
C 5.41274 2.97132 1.86117
C 0.52210 0.24162 5.61218
C 3.24778 4.05448 1.24215
C 3.64737 1.75592 -4.42033
C 4.52398 -1.07908 2.72550
C 2.48890 -2.53432 2.61295
C 2.38383 0.02208 -3.12776
C -1.30185 5.88906 -7.05078
C -2.94450 3.65168 -1.85811
C 2.02428 -5.30627 -2.47622
C -4.00603 5.04141 -3.67244
H -0.28128 2.52986 -2.03892
H 1.79672 -6.17003 -1.84551
H -2.86618 6.53836 -5.72680
H 4.81748 -2.95560 0.89575
H -4.71003 -2.70265 -1.36096
H 1.54754 -5.46746 -3.44901
H 0.29214 5.01867 -8.20114
H 4.54471 1.09071 0.02579
H 0.24975 0.73119 6.55164
H 1.34530 3.11916 3.87532
H -5.80281 -4.07115 0.38571
H 0.30527 -5.14419 -0.33344
H 2.07610 -2.02905 3.49059
H 3.22562 0.49366 5.76286
H 3.07971 1.94625 -0.48519
H 3.47304 1.55223 -5.47929
H 3.15922 -0.69739 -3.36160
H -1.42342 6.74336 -7.70685
H 5.96422 2.02809 1.89313
H 4.67159 2.69502 -0.74113
H -3.19394 -2.33064 3.31469
H -0.90563 2.89223 -4.67236
H -0.18191 2.23410 3.81817
H -5.04095 -3.88854 2.75214
H 2.41084 -2.72819 -3.19494
H 2.21822 3.88916 0.92267
H 5.18167 -0.41385 2.16044
H 3.39284 2.00641 4.85140
H 0.37882 2.93524 5.35476
H 3.22599 -2.92120 0.11763
H -0.67519 -3.04467 0.59004
H 3.72783 -5.85704 -3.25817
H 1.03728 -0.69518 5.83778
H 2.53946 1.99780 6.41532
H 4.89426 1.01107 -3.14042
H 3.04678 -3.42068 2.93227
H 0.53418 3.07875 -6.65230
H 5.96148 3.67984 1.23366
H 5.35452 3.37213 2.87598
H 4.33613 -1.56613 -0.10379
H 5.11408 -1.91904 3.10192
H 4.12446 -0.52028 3.57643
H 1.66014 -2.84823 1.97695
H -0.38549 0.00616 5.05336
H 1.49973 3.26730 -3.57325
H 3.75151 2.84012 -4.31177
H 3.73256 4.72582 0.52679
H 3.23747 4.53759 2.22386
```

ΔE to the lowest compared entry with this formula, charge and spin	51.1	kcal per mole
expectation value of S²	8.923
net charge	-2
E_HOMO (alpha / beta)	-0.41 / -2.09	eV
2S+1	6
orbital gap (alpha / beta)	4.18 / 5.84	eV

Atom charges from the Mulliken analysis, given in e for atoms 1 to 2: 0.198, -0.473

---

DFT (wB97M-V/def2-TZVPD) results for 5 unconnected molecules or ions with the total composition C28H67BF2NP.

```
100
C28H67BF2NP | the Open Molecules 2025 dataset | wB97M-V/def2-TZVPD
P -1.61494 -1.86104 0.69414
F -4.49231 -4.69565 -0.10498
F 0.01892 -2.72700 -3.57483
N -1.19064 -3.22200 1.44162
C -9.82668 2.28088 -0.76424
C -7.12292 0.69991 -0.93343
C 5.26307 5.79955 -2.09385
C 0.14301 -6.64229 3.41465
C -0.87943 -5.76630 4.13725
C -6.61327 0.78223 0.50581
C 1.70885 2.71305 -2.74023
C 0.94642 -7.89815 5.52587
C 0.17937 1.46488 -1.12753
C -2.26113 -6.40235 4.23429
C -4.30384 -2.35635 -0.55198
C 2.27103 -7.15703 5.66079
C -7.42638 2.04455 -1.59736
C 7.64047 5.96553 -0.05491
C 2.42318 1.48730 -3.31441
C 0.44348 -7.98514 4.08455
C -5.28747 1.52321 0.63650
C 7.37762 4.82949 -1.04569
C -4.63002 -3.45167 0.53543
C 8.45339 7.13782 -0.60543
C -2.05968 -2.79755 -2.23904
C 3.64317 1.01496 -2.52444
C 1.21655 2.56664 -1.30030
C 4.75879 2.05040 -2.46068
C 6.66013 5.23820 -2.33179
C -0.60002 -2.21982 -2.43039
C 9.86021 6.74682 -1.04152
C -8.44592 2.91767 -0.86611
B -2.69748 -2.38189 -0.82098
H 6.78519 4.06001 -0.53852
H 4.44051 2.95312 -1.93727
H -1.61085 -4.01412 0.94252
H -2.24301 -7.32201 4.82342
H 10.41749 6.30536 -0.21179
H -8.01971 0.07291 -0.95238
H 7.92676 7.60814 -1.44098
H -0.68818 1.64151 -1.76969
H 8.32575 4.35068 -1.30989
H -7.36151 1.25219 1.15002
H 8.53114 7.89972 0.17618
H 4.78150 6.03158 -3.04651
H -4.51269 1.04990 0.02646
H 0.02885 -2.48502 -1.54481
H -2.65273 -6.63727 3.24113
H -2.96005 -5.71572 4.71756
H 6.57607 4.35666 -2.97430
H -9.80427 1.35941 -0.17886
H 5.08784 2.33146 -3.46421
H -3.94482 -3.43395 1.41210
H 5.62028 1.64516 -1.92509
H 2.73156 1.71747 -4.33970
H 0.59172 0.48242 -1.36668
H 9.84318 6.02985 -1.86479
H -5.37623 2.56689 0.32972
H 2.05816 2.38851 -0.62486
H 0.77023 3.51637 -0.99033
H -2.70472 -2.42843 -3.08371
H -0.46811 -1.17363 0.20196
H -10.22331 2.04940 -1.75566
H 1.71424 0.65664 -3.39518
H 4.63595 5.07642 -1.56774
H -0.21327 -6.83696 2.39722
H -10.52316 2.96481 -0.27489
H 2.60331 -7.16370 6.70132
H -7.78734 1.85315 -2.61347
H -6.48030 -0.23721 0.88312
H 2.37174 3.58235 -2.79718
H 0.19416 -7.42595 6.16436
H 10.40806 7.62759 -1.38332
H -6.37905 0.17353 -1.54274
H 4.03378 0.11108 -3.00120
H 5.29257 6.71999 -1.50715
H -1.99911 -3.91351 -2.36486
H 3.04765 -7.63261 5.05683
H -4.94988 1.51311 1.67538
H 0.85419 2.94808 -3.38443
H 6.68701 6.34715 0.32383
H 1.07735 -8.91583 5.90684
H -0.16880 1.43398 -0.09200
H -8.53898 3.86447 -1.40645
H -4.50307 -1.34458 -0.10542
H -0.96989 -4.82180 3.59270
H -2.37444 -1.04400 1.60463
H -0.52277 -5.50949 5.13975
H -5.66659 -3.26431 0.89634
H -8.08405 3.17086 0.13496
H -0.45352 -8.61230 4.06347
H 7.25656 5.96717 -2.88848
H 3.35349 0.72477 -1.50983
H 8.16175 5.55136 0.81519
H 1.19002 -8.51339 3.48079
H -4.82041 -2.52321 -1.52281
H -6.49705 2.61147 -1.71229
H 1.07252 -6.07579 3.30220
H -0.70776 -1.10663 -2.46707
H 2.18349 -6.11417 5.34980
```

SMILES	N=[PH2]B(CCF)CCF.CCCCCC.CCCCCC.CCCCCC.CCCCCC
E_HOMO	-8.85	eV
orbital gap	8.29	eV

Atom charges from the Mulliken analysis, given in e for atoms 1 to 2: 0.255, -0.315

---

DFT (wB97M-V/def2-TZVPD) results for 2 unconnected molecules or ions with the total composition CH2F2N2.

```
7
CH2F2N2 | the Open Molecules 2025 dataset | wB97M-V/def2-TZVPD
F 0.17927 0.00168 0.59269
F 1.72876 1.22115 0.42219
N -1.73357 -1.85601 0.08923
N -1.15651 -2.56075 0.71882
C 0.47819 0.92417 -0.16560
H -0.44267 1.54928 -0.33088
H 0.94653 0.72049 -1.32645
```

ΔE to the lowest compared entry with this formula, charge and spin	0.0	kcal per mole
SMILES	FCF.N#N
E_HOMO	-11.57	eV
orbital gap	12.71	eV

Atom charges from the Mulliken analysis, given in e for atoms 1 to 2: -0.156, -0.272